{
  "formula": "C56H63F5N5O2",
  "method": "ωB97M-V with the def2-TZVPD basis set",
  "de_lowest_kj_mol": 0.0,
  "lumo_ev": -4.7303,
  "charge": 1,
  "gap_ha": 0.124,
  "multiplicity": 1,
  "e_tot_ev": -84219.4724,
  "homo_energy_ev": -8.11,
  "elements": ["C", "O", "C", "C", "C", "C", "C", "N", "C", "C", "C", "C", "C", "C", "C", "C", "C", "C", "C", "C", "N", "N", "C", "C", "C", "C", "C", "C", "C", "C", "C", "C", "C", "C", "C", "C", "C", "C", "H", "H", "H", "H", "H", "H", "H", "H", "H", "H", "H", "H", "H", "H", "H", "H", "H", "H", "H", "H", "H", "H", "H", "H", "H", "H", "H", "H", "H", "H", "H", "H", "H", "H", "H", "H", "H", "H", "H", "H", "H", "H", "H", "C", "N", "C", "O", "C", "C", "C", "C", "F", "C", "F", "C", "F", "C", "F", "C", "F", "N", "C", "C", "C", "C", "C", "C", "C", "C", "C", "C", "C", "C", "H", "H", "H", "H", "H", "H", "H", "H", "H", "H", "H", "H", "H", "H", "H", "H", "H", "H", "H", "H"],
  "coordinates": [[-0.1158, 2.0677, -5.4495], [-0.8385, 2.2451, -4.2513], [-0.1774, 1.7346, -3.1178], [0.6822, 0.6325, -3.1683], [1.2892, 0.1656, -2.0331], [1.0809, 0.7887, -0.7952], [1.7606, 0.3121, 0.3895], [2.4077, 1.1093, 1.3748], [2.4970, 2.5445, 1.3327], [1.8561, 3.2740, 2.3353], [1.1426, 2.5301, 3.4461], [-0.3400, 2.8869, 3.5326], [1.8493, 2.7335, 4.7868], [1.9641, 4.6505, 2.3254], [2.7131, 5.2903, 1.3569], [3.3678, 4.5589, 0.3844], [3.2664, 3.1799, 0.3523], [4.0354, 2.3384, -0.6457], [5.4964, 2.1914, -0.2312], [3.9049, 2.8528, -2.0793], [2.9831, 0.4091, 2.3235], [2.7603, -0.8578, 1.9967], [3.1400, -1.9590, 2.8379], [2.2393, -2.4286, 3.7984], [0.8893, -1.7461, 3.9194], [0.4630, -1.5060, 5.3685], [-0.1917, -2.5007, 3.1490], [2.6036, -3.5269, 4.5540], [3.8441, -4.1141, 4.3833], [4.7375, -3.6203, 3.4503], [4.3968, -2.5404, 2.6595], [5.3125, -1.9825, 1.5865], [5.6190, -3.0229, 0.5084], [6.5882, -1.3841, 2.1777], [2.0660, -1.0105, 0.7658], [1.7770, -2.1848, 0.1414], [0.2309, 1.9048, -0.7504], [-0.3943, 2.3547, -1.8845], [-0.5443, 2.7172, -6.2140], [0.9297, 2.3443, -5.2950], [-0.1821, 1.0302, -5.7822], [0.8717, 0.1448, -4.1070], [1.9825, -0.6558, -2.0911], [1.2085, 1.4572, 3.1969], [-0.8500, 2.7231, 2.5823], [-0.8484, 2.2900, 4.2921], [-0.4631, 3.9355, 3.8009], [2.9071, 2.4736, 4.7247], [1.7881, 3.7766, 5.0954], [1.3985, 2.1285, 5.5748], [1.4801, 5.2155, 3.1025], [2.8072, 6.3633, 1.3762], [3.9856, 5.0606, -0.3396], [3.5853, 1.3331, -0.6170], [5.5852, 1.7496, 0.7623], [6.0516, 1.5663, -0.9318], [5.9785, 3.1674, -0.2029], [2.8636, 3.0387, -2.3452], [4.4514, 3.7867, -2.2019], [4.3123, 2.1405, -2.7983], [1.0097, -0.7561, 3.4458], [1.2558, -1.0331, 5.9485], [-0.4159, -0.8611, 5.4246], [0.2065, -2.4468, 5.8541], [0.0508, -2.5824, 2.0898], [-0.3031, -3.5111, 3.5400], [-1.1595, -2.0053, 3.2327], [1.9109, -3.9281, 5.2738], [4.1109, -4.9757, 4.9716], [5.6987, -4.0864, 3.3175], [4.7588, -1.1571, 1.1015], [4.7042, -3.4331, 0.0787], [6.2051, -2.5953, -0.3061], [6.1890, -3.8543, 0.9224], [6.3608, -0.6246, 2.9264], [7.1892, -2.1532, 2.6612], [7.2058, -0.9187, 1.4082], [2.0954, -3.1147, 0.5631], [1.2249, -2.2133, -0.7732], [0.0733, 2.4002, 0.1917], [-1.0535, 3.2051, -1.8496], [-5.0652, 0.7678, 1.6693], [-4.8901, 0.4050, 0.2766], [-5.6374, 1.0282, -0.6974], [-6.5183, 1.8386, -0.5170], [-5.1401, 0.5077, -2.0294], [-4.3601, 1.5854, -2.7782], [-5.2004, 2.7732, -3.0653], [-5.0032, 3.9484, -2.3543], [-3.9949, 4.0361, -1.4648], [-5.8583, 5.0240, -2.5419], [-5.6717, 6.1545, -1.8448], [-6.9109, 4.9261, -3.4390], [-7.7381, 5.9690, -3.6187], [-7.1203, 3.7467, -4.1337], [-8.1302, 3.6553, -5.0124], [-6.2782, 2.6623, -3.9336], [-6.5443, 1.4837, -4.5313], [-4.2728, -0.6627, -1.7202], [-3.8465, -1.5099, -2.6969], [-3.0106, -2.5803, -2.4858], [-2.6111, -3.4654, -3.4670], [-1.7995, -4.6054, -3.2191], [-1.3819, -5.4379, -4.2755], [-0.5865, -6.5340, -4.0376], [-0.1846, -6.8396, -2.7488], [-0.5931, -6.0460, -1.6925], [-1.3877, -4.9498, -1.9181], [-4.0273, -0.7079, -0.2279], [-2.5688, -0.4220, 0.1060], [-4.5246, -2.0179, 0.3743], [-5.6484, 1.6856, 1.7224], [-5.5907, -0.0233, 2.1980], [-4.0999, 0.9394, 2.1406], [-5.9972, 0.1818, -2.6365], [-3.5071, 1.8911, -2.1635], [-3.9438, 1.1838, -3.7086], [-4.2111, -1.3193, -3.6908], [-2.6416, -2.7215, -1.4908], [-2.9367, -3.2899, -4.4763], [-1.6888, -5.2048, -5.2805], [-0.2712, -7.1592, -4.8582], [0.4462, -7.6954, -2.5690], [-0.2864, -6.2886, -0.6888], [-1.7053, -4.3596, -1.0797], [-2.2831, 0.5516, -0.2868], [-2.4157, -0.4055, 1.1838], [-1.9001, -1.1677, -0.3173], [-5.5927, -2.1224, 0.1961], [-4.0311, -2.8847, -0.0556], [-4.3621, -2.0372, 1.4507]],
  "atomic_forces_ev_per_a": [[0.1, 0.0, -0.3], [0.5, -0.3, 1.6], [-0.3, 0.1, -0.4], [-0.7, 0.5, -0.7], [0.2, 0.1, 0.9], [-0.1, 0.5, -0.1], [1.2, 1.0, 2.0], [-0.7, -1.4, -1.4], [0.3, 0.6, 0.5], [0.0, -0.9, 0.2], [-0.2, -0.6, 0.0], [0.0, 0.2, 0.0], [0.1, 0.1, 0.0], [0.0, 0.1, 0.0], [0.0, 0.1, 0.0], [-0.1, 0.0, 0.1], [0.2, -0.9, -0.1], [-0.3, -0.6, -0.3], [0.1, 0.1, 0.1], [0.0, 0.1, 0.1], [0.0, 0.9, -0.6], [-0.8, -0.6, -1.1], [0.3, 0.1, 0.3], [-0.4, 0.6, -0.5], [0.0, 0.6, 0.0], [0.1, -0.1, 0.0], [0.0, -0.2, -0.1], [0.0, 0.0, 0.0], [0.0, -0.1, 0.0], [0.0, -0.1, 0.0], [-0.2, 0.7, -0.7], [-0.1, 0.4, -0.4], [0.0, -0.2, 0.0], [0.0, 0.0, 0.1], [0.0, -0.4, 0.2], [0.2, -0.2, 0.4], [0.4, -0.7, 0.1], [-0.4, 0.2, -0.9], [-0.1, -0.1, 0.2], [0.0, -0.1, -0.1], [0.1, 0.0, -0.2], [0.1, -0.1, -0.2], [0.1, -0.2, 0.0], [-0.2, 0.5, 0.3], [0.0, 0.0, -0.1], [0.1, 0.0, 0.0], [-0.1, 0.1, 0.0], [0.0, -0.1, -0.1], [0.0, 0.1, 0.0], [-0.1, 0.0, -0.1], [-0.1, 0.2, 0.2], [0.0, 0.2, 0.0], [0.1, 0.1, -0.2], [0.3, 0.4, -0.1], [0.0, 0.0, 0.0], [-0.1, 0.0, -0.1], [0.1, 0.1, 0.0], [-0.1, 0.0, 0.0], [0.0, 0.1, -0.1], [0.0, 0.0, 0.1], [-0.2, -0.3, 0.2], [0.0, 0.0, 0.0], [0.0, 0.0, -0.1], [0.0, -0.1, 0.1], [0.1, 0.0, 0.0], [0.0, -0.1, 0.1], [-0.1, 0.1, 0.1], [-0.1, -0.1, 0.2], [0.1, -0.1, 0.1], [0.2, -0.1, 0.0], [0.4, -0.4, 0.1], [0.0, 0.1, 0.0], [0.0, 0.1, 0.1], [0.1, -0.1, 0.0], [-0.1, 0.0, 0.0], [0.1, -0.1, 0.0], [-0.1, 0.0, -0.1], [0.1, -0.4, 0.2], [-0.1, 0.1, -0.3], [-0.1, 0.2, 0.2], [-0.1, 0.3, 0.0], [0.3, -0.4, 0.1], [-0.1, 0.2, -1.6], [0.4, -0.8, 0.9], [0.4, -0.1, -0.3], [-0.4, -0.6, -0.9], [0.9, -0.2, 0.0], [-0.2, -0.1, 0.1], [-0.3, 0.1, -0.4], [-0.4, 0.0, -0.3], [0.3, 0.5, 0.5], [-0.1, -0.4, -0.3], [-0.3, 0.5, 0.0], [0.5, -0.6, 0.1], [-0.4, -0.4, -0.6], [0.3, 0.1, 0.4], [0.0, 0.7, 0.4], [0.2, 0.4, 0.0], [-0.1, -0.4, -1.1], [-1.2, 2.2, 2.2], [1.0, -1.3, -0.2], [-0.6, 1.0, 0.8], [0.6, -0.8, 0.1], [-0.3, 0.5, 0.2], [0.1, -0.2, -0.2], [0.0, 0.0, -0.1], [0.0, 0.0, 0.3], [-0.1, 0.1, -0.2], [-0.1, 0.2, 0.7], [0.0, 0.1, -0.2], [-0.2, -0.1, -0.2], [0.0, -0.1, -0.2], [-0.1, 0.0, 0.2], [0.1, 0.0, 0.1], [0.2, 0.0, 0.2], [0.0, -0.1, -0.1], [-0.1, -0.1, 0.1], [-0.2, 0.3, -0.2], [0.1, -0.1, 0.2], [-0.1, 0.0, -0.4], [-0.1, 0.1, -0.2], [0.0, 0.0, -0.1], [0.1, -0.1, 0.0], [0.0, 0.0, 0.2], [0.0, 0.1, 0.3], [0.1, 0.1, -0.1], [-0.1, -0.1, 0.0], [0.1, 0.0, 0.0], [-0.1, 0.0, 0.0], [0.1, 0.0, 0.1], [0.1, 0.1, 0.0]]
}